Below is a structure of composition C30H28As2CaN2O4S2Se in a non-equilibrium geometry, with properties calculated with ωB97M-V/def2-TZVPD.

Output
HOMO in eV: -8.4
Multiplicity: 1
Energy relative to the best compared isomer or geometry (same formula, charge and spin) in kcal per mole: 47.0
Kohn-Sham gap in eV: 7.43

```
70
Properties=species:S:1:pos:R:3:mulliken_charge:R:1
Ca -0.52089 1.14523 0.79130 1.54
S -5.32684 3.18684 -1.84112 -0.11
C -6.93765 3.39340 -2.37646 -0.40
C -7.62457 2.22056 -2.37826 -0.54
C -6.83488 1.12901 -1.94403 -0.45
C -5.55458 1.48224 -1.61515 0.34
C -4.47356 0.62457 -1.13623 0.98
C -3.16016 1.12153 -1.00556 -1.07
N -2.13443 0.40653 -0.60520 0.17
C -2.33257 -0.87787 -0.24632 0.11
C -3.60130 -1.47638 -0.32543 0.86
C -3.76115 -2.83875 0.08547 -1.14
C -2.72243 -3.54400 0.57969 -1.15
C -1.42601 -2.95082 0.71282 0.82
C -0.34252 -3.62515 1.28958 -0.91
C 0.87796 -2.99457 1.43607 0.64
C 0.97673 -1.68200 0.93377 -0.66
N -0.01773 -1.03617 0.36732 0.72
C -1.22512 -1.63014 0.27847 -0.57
C 2.02771 -3.62298 2.07715 0.25
C 3.23526 -3.05928 2.39009 -0.21
C 4.12649 -3.95700 3.02446 -0.69
C 3.59091 -5.19512 3.18897 -0.34
S 1.99525 -5.28232 2.57807 -0.21
C -4.66855 -0.69897 -0.79245 -0.74
H -7.28792 4.37451 -2.65350 0.41
H -8.65837 2.13374 -2.67849 0.39
H -7.21282 0.11849 -1.88196 0.34
H -2.94581 2.15849 -1.24817 0.38
H -4.74564 -3.28370 0.00807 0.43
H -2.84950 -4.57047 0.90072 0.45
H -0.47655 -4.64644 1.62626 0.42
H 1.91626 -1.14408 0.97721 0.19
H 3.48891 -2.02828 2.18842 0.40
H 5.12121 -3.68958 3.34937 0.39
H 4.03746 -6.06733 3.63813 0.45
H -5.65119 -1.14959 -0.85427 0.36
C 2.35433 3.65457 1.31368 -1.25
As 2.08680 1.71537 1.27721 1.11
C 3.25752 1.24663 2.77839 -1.32
C 3.30773 1.35997 -0.27466 0.37
C 4.69684 1.41008 -0.18078 -0.79
C 5.50907 1.08313 -1.25445 -0.82
C 4.93950 0.68838 -2.45644 -0.80
C 3.56066 0.66921 -2.57954 -0.61
C 2.73737 1.00827 -1.50773 0.10
As 0.79155 1.12135 -1.77415 0.69
C 0.82216 2.33269 -3.33699 -1.27
C 0.50517 -0.55688 -2.76001 -1.36
H 3.40709 3.90725 1.42597 0.40
H 1.77907 4.04413 2.15307 0.37
H 1.96364 4.09505 0.39687 0.36
H 4.31650 1.24393 2.53439 0.47
H 2.94111 0.27884 3.16398 0.20
H 3.05566 1.97277 3.56369 0.42
H 5.15971 1.72487 0.74750 0.30
H 6.58588 1.13626 -1.15281 0.39
H 5.56695 0.40899 -3.29319 0.40
H 3.12184 0.38787 -3.53032 0.26
H 1.46265 1.97258 -4.13904 0.41
H 1.17102 3.31030 -3.00626 0.34
H -0.19881 2.43599 -3.70615 0.41
H 0.97873 -0.54330 -3.73973 0.55
H -0.56688 -0.71228 -2.88720 0.42
H 0.90663 -1.38331 -2.17676 0.33
O -1.85194 1.99008 4.49823 -0.72
Se -1.05215 1.52548 3.21177 0.96
O -1.88427 0.46059 2.25809 -0.76
O -0.72319 2.73810 2.11151 -0.78
O 0.39067 0.82891 3.48309 -0.62
```



Below is a structure of composition C6H8N2O3S in a non-equilibrium geometry, with properties calculated with ωB97M-V/def2-TZVPD.

Output
HOMO in eV: -9.0
Multiplicity: 1
Energy relative to the best compared isomer or geometry (same formula, charge and spin) in kcal per mole: 117.8
Kohn-Sham gap in eV: 8.50

```
20
Properties=species:S:1:pos:R:3:mulliken_charge:R:1
C 0.50814 0.33956 -0.26101 0.93
C 1.54588 1.12846 0.02095 -1.22
C -0.10480 1.09207 -2.54709 -0.03
C 0.15639 -0.86293 0.58500 -0.80
C -1.17214 -0.79307 1.34135 -0.64
C -2.17386 0.05374 -1.09512 -0.30
N -0.27466 0.48197 -1.37876 -0.05
N -2.33198 -1.29496 -1.64327 1.04
O -3.45599 -1.53891 -2.00340 -0.60
O -0.97972 1.31868 -3.34495 -0.56
O -1.39595 -2.04786 -1.67695 -0.51
S -2.43256 0.31694 0.59538 -0.11
H 1.82080 1.96224 -0.59995 0.30
H 2.17575 0.92488 0.86512 0.28
H 0.96021 1.32001 -2.74117 0.33
H 0.13850 -1.72605 -0.08358 0.29
H 0.95272 -1.01273 1.31099 0.42
H -1.60605 -1.78629 1.44389 0.34
H -1.03900 -0.36006 2.33232 0.45
H -2.66741 0.78905 -1.72214 0.43
```



Below is a structure of composition C39H28BaF3N6OPS in a non-equilibrium geometry, with properties calculated with ωB97M-V/def2-TZVPD.

Output
HOMO in eV: -6.1
Multiplicity: 1
Energy relative to the best compared isomer or geometry (same formula, charge and spin) in kcal per mole: 80.0
Kohn-Sham gap in eV: 5.14

```
80
Properties=species:S:1:pos:R:3:mulliken_charge:R:1
Ba -0.95704 -0.23534 -1.11882 2.48
N -0.13470 1.85218 3.20604 0.11
C -0.31212 0.95220 2.21204 -1.02
N -1.04992 1.14085 1.18151 0.43
C -1.74846 2.32650 1.04758 -0.31
N -2.56685 2.53667 0.06337 -1.02
N -2.58019 1.69443 -0.95669 0.31
C -3.63333 1.60132 -1.69633 -0.63
C -3.61151 0.76475 -2.86479 0.79
C -4.66412 0.75670 -3.79141 -0.97
C -4.58178 -0.06260 -4.89840 -0.32
C -3.45445 -0.85765 -5.06421 -0.82
C -2.46506 -0.79392 -4.09762 -0.43
N -2.53596 -0.02059 -3.03242 0.10
C -1.59427 3.36030 2.06086 0.70
C -2.22474 4.60202 1.99265 -0.17
C -1.97566 5.56367 2.95376 -0.78
C -1.11102 5.29837 4.00617 -0.46
C -0.50037 4.06101 4.11245 -0.83
C -0.73727 3.09817 3.14168 -0.14
H 0.46603 1.64482 3.98958 0.30
H 0.21389 0.01242 2.31619 0.71
H -4.55507 2.13066 -1.45708 0.35
H -5.51772 1.39724 -3.63146 0.44
H -5.38070 -0.08407 -5.62398 0.42
H -3.35088 -1.51907 -5.90786 0.42
H -1.56788 -1.39035 -4.17598 0.53
H -2.90145 4.78526 1.17473 0.49
H -2.45874 6.52583 2.88432 0.42
H -0.91580 6.05656 4.74846 0.41
H 0.16007 3.83920 4.93910 0.41
F -3.34995 -5.67883 -0.69611 -0.24
C -3.04306 -5.27944 0.55183 0.71
F -1.75918 -5.61094 0.76410 -0.22
F -3.75432 -6.08849 1.36997 -0.32
C -3.36301 -3.83561 0.78451 -0.22
C -4.42925 -3.50299 1.58921 -0.23
C -4.76381 -2.16265 1.75171 -1.13
C -3.99495 -1.22003 1.09198 -0.38
N -2.96186 -1.51303 0.32367 -0.02
C -2.62753 -2.80745 0.13031 0.49
S -1.34844 -3.13720 -0.90946 -0.31
H -4.99970 -4.27751 2.08047 0.50
H -5.59473 -1.87381 2.37295 0.42
H -4.21847 -0.16268 1.17684 0.41
O 0.41547 0.06654 -2.86687 -0.53
C 1.04727 0.86419 -2.19009 0.06
C 2.42436 1.26391 -2.30037 -0.13
C 2.97100 2.11735 -3.26970 -0.70
C 4.25887 2.58774 -3.10904 -0.56
C 5.02479 2.22298 -2.00495 -0.73
C 4.49239 1.39918 -1.02553 -0.37
C 3.18929 0.94716 -1.15454 -0.79
P 2.22480 -0.04127 0.01425 1.00
C 2.45026 -1.74436 -0.60201 0.78
C 3.20848 -2.04050 -1.72756 -0.48
C 3.24799 -3.33646 -2.20848 -0.78
C 2.53550 -4.34177 -1.57663 -0.57
C 1.79522 -4.05972 -0.43895 -0.68
C 1.75518 -2.76595 0.04566 -0.24
C 3.33664 -0.02371 1.46278 0.13
C 3.99767 -1.13766 1.96172 -0.42
C 4.77997 -1.02439 3.09742 -0.66
C 4.89560 0.19283 3.74777 -0.52
C 4.23762 1.30993 3.25381 -0.85
C 3.45436 1.19926 2.12221 -0.15
H 2.37947 2.40187 -4.12953 0.49
H 4.68930 3.24023 -3.85734 0.38
H 6.03483 2.59228 -1.90736 0.44
H 5.07997 1.13018 -0.15690 0.44
H 3.75712 -1.25649 -2.23030 0.38
H 3.83149 -3.55703 -3.08957 0.42
H 2.55026 -5.34562 -1.97447 0.40
H 1.22698 -4.83543 0.05284 0.43
H 1.16601 -2.53695 0.92772 0.30
H 3.91376 -2.08861 1.45681 0.36
H 5.30722 -1.88903 3.47439 0.43
H 5.49950 0.27517 4.63955 0.39
H 4.33867 2.26510 3.75041 0.45
H 2.93801 2.06215 1.71748 0.55
```



Below is the molecule C6H5ClO in a non-equilibrium geometry, with properties calculated with ωB97M-V/def2-TZVPD.

Output
HOMO in eV: -9.8
Multiplicity: 1
SMILES: O=C1C=C[C@H]2[C@@H](Cl)[C@@H]12
Energy relative to the best compared isomer or geometry (same formula, charge and spin) in kcal per mole: 78.0
Kohn-Sham gap in eV: 9.60

```
13
Properties=species:S:1:pos:R:3:mulliken_charge:R:1
C 1.03244 0.07739 -1.09933 -0.15
C -0.28405 -0.58136 -0.95837 0.05
C -1.40330 0.13713 -0.27767 -0.41
C -1.19374 0.56130 0.96879 -0.24
C 0.13679 0.01276 1.43469 0.20
C 0.77105 -0.72295 0.17104 -0.23
H 1.74386 -0.63912 -1.49714 0.32
H -0.57421 -1.50447 -1.52591 0.31
H -2.30550 0.90454 -0.74547 0.20
H -1.92920 1.16579 1.59804 0.34
H 1.58270 -1.54942 0.18551 0.33
O 0.78835 0.43203 2.48300 -0.57
Cl 1.63482 1.70637 -0.73718 -0.15
```